[1]
This record from the OMol25 dataset describes a gas-phase ion, C2H3O2S2 (charge -1). The level of theory is ωB97M-V with the def2-TZVPD basis set.

The total charge is -1. Its SMILES is [O-]C(=S)[C@@H](O)S. The value obtained for the HOMO energy is -4.021 eV. The HOMO-LUMO gap is 7.330 eV.

Last columns: bonded neighbours and bond lengths (Å).
Atoms and positions in Å:
1 O 1.38 -1.04 1.55  C2 1.260
2 C 0.52 -0.23 1.10  O1 1.260, S3 1.738, C4 1.552
3 S -0.29 1.07 1.92  C2 1.738
4 C 0.14 -0.48 -0.38  C2 1.552, O5 1.703, S6 1.810, H7 1.081
5 O -1.50 -0.15 -0.66  C4 1.703, H8 0.913
6 S 1.05 0.50 -1.60  C4 1.810, H9 1.316
7 H 0.06 -1.51 -0.72  C4 1.081
8 H -1.70 0.24 0.14  O5 0.913
9 H 0.35 1.59 -1.35  S6 1.316

---

[2]
This record from the OMol25 dataset describes a gas-phase ion, C2H3O3 (charge +1). The level of theory is ωB97M-V with the def2-TZVPD basis set.

The total charge is +1. The value obtained for the HOMO energy (spin up / spin down) is -16.775 / -17.675 eV. The HOMO-LUMO gap (spin up / spin down) is 9.323 / 8.965 eV.

Last columns: bonded neighbours and bond lengths (Å).
Atoms and positions in Å:
1 C -1.11 -0.07 -0.36  C2 1.507, H6 1.097, H7 1.092
2 C 0.01 -0.35 0.62  C1 1.507, O3 1.254, H8 1.219
3 O 1.22 -0.64 0.47  C2 1.254, O5 1.542
4 O 1.09 1.28 -0.75  O5 1.219
5 O 1.91 0.57 -0.19  O3 1.542, O4 1.219
6 H -2.12 0.23 -0.06  C1 1.097
7 H -0.51 -0.06 -1.27  C1 1.092
8 H -0.49 -0.97 1.54  C2 1.219